[1]
C56H51HfNOP4S4 as an isolated structure. Source: the OMol25 dataset; level of theory: the ωB97M-V functional and the def2-TZVPD basis.

```
! RIJCOSX wB97M-V def2-TZVPD def2/J DEFGRID3
* xyz 0 1
Hf 0.17374 -0.16313 -0.28402
S 1.26471 2.27369 -1.26119
P 2.60282 1.64261 0.09758
C 1.70797 0.65089 1.21621
P 2.44090 -0.88071 1.59652
S 1.60338 -2.40031 0.56925
C 2.11939 -1.21585 3.36638
C 1.67330 -0.20812 4.20790
C 1.53122 -0.45775 5.56091
C 1.83900 -1.70631 6.07237
C 2.26045 -2.72049 5.22655
C 2.40474 -2.47710 3.87499
C 4.25605 -1.01199 1.61928
C 4.93814 -1.91958 0.82482
C 6.32187 -1.91895 0.82765
C 7.01422 -1.02149 1.62278
C 6.32754 -0.13635 2.44077
C 4.94725 -0.13025 2.44173
C 4.14297 1.03692 -0.71335
C 4.07491 -0.12013 -1.47885
C 5.19069 -0.58510 -2.14810
C 6.40212 0.07289 -2.01365
C 6.48468 1.20451 -1.21937
C 5.35873 1.69682 -0.58432
C 3.14719 3.19733 0.88674
C 3.46263 4.28887 0.08361
C 3.75316 5.50695 0.66406
C 3.72517 5.64303 2.04398
C 3.41445 4.55644 2.84381
C 3.12050 3.33487 2.26442
H 1.42832 0.75730 3.78560
H 1.18766 0.32525 6.21931
H 1.73982 -1.89043 7.13093
H 2.47423 -3.69996 5.62371
H 2.72593 -3.25535 3.19525
H 4.37835 -2.61275 0.21173
H 6.85685 -2.61847 0.20171
H 8.09416 -1.01270 1.61459
H 6.86741 0.55012 3.07732
H 4.39641 0.55615 3.07188
H 3.14081 -0.66315 -1.55519
H 5.10462 -1.46893 -2.76259
H 7.28189 -0.29194 -2.52446
H 7.42844 1.71648 -1.09440
H 5.43251 2.59123 0.01493
H 3.45655 4.17112 -0.99167
H 3.98961 6.35518 0.03860
H 3.93183 6.60312 2.49282
H 3.38911 4.66147 3.91881
H 2.85733 2.47603 2.86688
S -2.08187 -1.93880 0.27967
P -2.67884 -0.51243 -1.00660
C -1.39240 0.29407 -1.84721
P -0.75768 -0.69888 -3.13992
S 1.18557 -1.02721 -2.82880
C -1.49320 -2.32281 -3.51422
C -2.38620 -2.49712 -4.56148
C -2.91743 -3.75138 -4.80013
C -2.57158 -4.81825 -3.98629
C -1.68552 -4.64084 -2.93527
C -1.13211 -3.39594 -2.70465
C -0.92051 0.30581 -4.64831
C -1.62627 1.50140 -4.59823
C -1.62285 2.34998 -5.69005
C -0.90473 2.01170 -6.82514
C -0.21318 0.81066 -6.88208
C -0.22149 -0.04544 -5.79727
C -3.48231 0.92971 -0.21617
C -4.84616 0.92912 0.05680
C -5.47634 2.09537 0.45411
C -4.74352 3.25954 0.60606
C -3.37859 3.25848 0.35764
C -2.74548 2.09945 -0.05310
C -4.04138 -1.19038 -2.00061
C -4.45462 -2.50619 -1.85750
C -5.45582 -2.99812 -2.67519
C -6.03773 -2.18209 -3.62931
C -5.61246 -0.87060 -3.77703
C -4.61420 -0.36991 -2.96578
H -2.64708 -1.65024 -5.18170
H -3.60299 -3.89279 -5.62383
H -2.97879 -5.79764 -4.18795
H -1.42477 -5.47548 -2.30048
H -0.40226 -3.26335 -1.90951
H -2.14876 1.77011 -3.68983
H -2.16078 3.28748 -5.64898
H -0.88059 2.68864 -7.66754
H 0.35228 0.55451 -7.76675
H 0.33448 -0.97400 -5.81418
H -5.41688 0.02007 -0.08046
H -6.54293 2.10258 0.63045
H -5.23682 4.17318 0.89999
H -2.80981 4.16846 0.47506
H -1.67796 2.11070 -0.28409
H -3.99145 -3.12608 -1.10144
H -5.77849 -4.02271 -2.57127
H -6.81821 -2.56854 -4.26813
H -6.05926 -0.24058 -4.53067
H -4.27551 0.65358 -3.05966
O -1.04334 0.34025 1.83978
C -1.28411 0.05247 3.01247
C -1.27328 -1.33844 3.56824
C -2.76317 -1.74217 3.70351
C -3.73558 -0.73512 4.34203
C -4.05648 0.48812 3.46410
C -2.99154 1.60512 3.57820
N -1.71186 0.99663 3.91077
H -0.77362 -1.36198 4.53698
H -0.77480 -2.03130 2.88610
H -2.79310 -2.66271 4.28566
H -3.13356 -1.97201 2.70435
H -3.39086 -0.40427 5.32550
H -4.67160 -1.27129 4.50963
H -5.03713 0.88762 3.73003
H -4.12701 0.15568 2.42659
H -3.24398 2.32444 4.36113
H -2.88104 2.13083 2.62944
H -1.70423 0.65934 4.86734
*
```

## Properties
- E_tot: -144245.65724 eV
- Relative energy (zero: lowest compared OMol25 entry of this formula, charge and spin): 2.019 eV
- Kohn-Sham gap: 7.66 eV
- F_max: 2.39 eV/A

Atom charges from the Löwdin analysis, given in e for atoms 1 to 99: Hf 1.087; S 0.317; P 0.404; C -0.639; P 0.415; S 0.281; C -0.351; C -0.115; C -0.095; C -0.087; C -0.074; C -0.091; C -0.342; C -0.105; C -0.076; C -0.079; C -0.074; C -0.081; C -0.313; C -0.150; C -0.077; C -0.084; C -0.078; C -0.075; C -0.365; C -0.127; C -0.080; C -0.088; C -0.082; C -0.085; H 0.089; H 0.104; H 0.101; H 0.103; H 0.097; H 0.081; H 0.109; H 0.104; H 0.106; H 0.103; H -0.027; H 0.112; H 0.104; H 0.105; H 0.100; H 0.096; H 0.103; H 0.100; H 0.101; H 0.077; S 0.386; P 0.421; C -0.692; P 0.408; S 0.335; C -0.350; C -0.086; C -0.086; C -0.085; C -0.073; C -0.135; C -0.345; C -0.086; C -0.079; C -0.087; C -0.082; C -0.101; C -0.331; C -0.101; C -0.084; C -0.086; C -0.083; C -0.111; C -0.359; C -0.109; C -0.082; C -0.083; C -0.075; C -0.087; H 0.109; H 0.106; H 0.102; H 0.107; H 0.057; H 0.083; H 0.103; H 0.100; H 0.102; H 0.103; H 0.113; H 0.104; H 0.101; H 0.110; H 0.058; H 0.063; H 0.107; H 0.102; H 0.104; H 0.110

[2]
C4H4O6Sc as an isolated structure. Source: the OMol25 dataset; level of theory: the ωB97M-V functional and the def2-TZVPD basis.

```
! RIJCOSX wB97M-V def2-TZVPD def2/J DEFGRID3
* xyz 1 1
O 1.19986 -0.04648 -0.98594
C 2.35750 -0.71818 -0.77052
O 3.19206 -0.02691 -0.05581
O 2.48793 -1.88962 -1.10857
Sc 1.96806 1.56491 0.15975
O -1.80451 1.34144 -0.17741
C -0.88260 1.64921 0.64776
C -1.24594 -0.44881 -0.58530
O 0.09156 2.40306 0.42227
O -0.48502 0.56486 1.36943
C -1.10683 -0.66382 0.93400
H -1.95900 -1.23261 -0.87943
H -1.20758 -0.17741 -1.64490
H -0.53475 -1.54603 1.23308
H -2.07074 -0.77359 1.44159
*
```

## Properties
- E_tot: -37188.81337 eV
- Relative energy (zero: lowest compared OMol25 entry of this formula, charge and spin): 0.000 eV
- Kohn-Sham gap: 7.50 eV
- F_max: 6.29 eV/A

In elementary charge units, the Löwdin charges are: O -0.138; C -0.803; O -0.086; O 0.120; Sc 1.649; O 0.095; C -0.564; C 0.238; O -0.033; O -0.017; C -0.062; H 0.125; H 0.154; H 0.163; H 0.158

[3]
A 2-piece molecular cluster, CH5NO4 overall. Source: the OMol25 dataset; level of theory: the ωB97M-V functional and the def2-TZVPD basis.

```
! RIJCOSX wB97M-V def2-TZVPD def2/J DEFGRID3
* xyz 0 1
N -0.51465 -0.78282 0.13276
C -0.70207 -1.85112 -0.68332
O -0.70336 -3.00337 -0.28419
H -0.29530 -0.97052 1.09917
H -0.33016 0.12792 -0.21742
H -0.86164 -1.55652 -1.74447
O 1.20962 1.12098 1.14350
O 0.04522 1.85416 0.59555
O 0.32298 2.02343 -0.81672
H 0.72495 0.44707 1.61191
H 1.10442 2.59079 -0.83676
*
```

## Properties
- E_tot: -10792.66020 eV
- Relative energy (zero: lowest compared OMol25 entry of this formula, charge and spin): 4.280 eV
- Kohn-Sham gap: 10.40 eV
- F_max: 1.94 eV/A

In elementary charge units, the Löwdin charges are: N 0.121; C -0.397; O 0.000; H 0.099; H 0.033; H 0.134; O -0.002; O -0.145; O -0.004; H 0.058; H 0.104

[4]
A 15-piece molecular cluster, C45H105N15O15 overall. Source: the OMol25 dataset; level of theory: the ωB97M-V functional and the def2-TZVPD basis.

```
! RIJCOSX wB97M-V def2-TZVPD def2/J DEFGRID3
* xyz 0 1
C 18.74758 -22.48564 -4.45974
C 17.68202 -22.79362 -3.45758
O 17.86309 -23.75315 -2.66155
N 16.58849 -22.09306 -3.49191
C 15.38233 -22.29390 -2.65901
H 18.86249 -23.31966 -5.15209
H 19.64798 -22.43374 -3.84762
H 18.56908 -21.55944 -5.00598
H 16.59254 -21.27045 -4.07791
H 15.51720 -23.00284 -1.84212
H 14.41330 -22.37151 -3.15202
H 15.39568 -21.31685 -2.17603
C 13.13843 -20.53502 14.11429
C 14.37740 -20.27014 13.34071
O 14.41411 -19.32842 12.57658
N 15.42754 -21.11751 13.50881
C 16.75856 -21.02275 12.94274
H 13.26451 -21.11381 15.02928
H 12.51521 -21.15074 13.46576
H 12.61528 -19.62780 14.41651
H 15.22428 -21.95842 14.03000
H 16.82389 -20.11581 12.34167
H 16.93486 -21.81766 12.21808
H 17.39373 -21.07431 13.82705
C 23.74322 -23.64441 0.32150
C 24.11949 -23.12871 1.69304
O 23.93963 -23.89443 2.64874
N 24.62838 -21.92271 1.79737
C 24.88963 -21.27665 3.09568
H 24.36486 -24.50643 0.07946
H 23.82146 -22.89273 -0.46398
H 22.71923 -24.01771 0.30778
H 24.81352 -21.37840 0.96698
H 25.67761 -21.85824 3.57416
H 24.01623 -21.36470 3.74185
H 25.01919 -20.19698 3.02065
C 23.37049 -18.69596 8.73006
C 22.26067 -17.97831 7.94613
O 21.17179 -17.86572 8.43908
N 22.55465 -17.43481 6.80587
C 21.61231 -16.71811 5.90007
H 24.32951 -18.61396 8.21853
H 23.09436 -19.75041 8.72954
H 23.41179 -18.28980 9.74071
H 23.51214 -17.12329 6.72673
H 22.09453 -16.06576 5.17205
H 20.94147 -16.07905 6.47425
H 20.95288 -17.39570 5.35775
C 25.00000 -30.02932 3.68751
C 26.04745 -30.78886 4.42174
O 27.23206 -30.52431 4.20081
N 25.64681 -31.65054 5.33422
C 26.62374 -32.41581 6.10145
H 24.45020 -29.37358 4.36266
H 24.36601 -30.74562 3.16495
H 25.53314 -29.43568 2.94490
H 24.69492 -31.65292 5.67185
H 26.16813 -33.23306 6.66058
H 27.02685 -31.76674 6.87883
H 27.41361 -32.82640 5.47247
C 12.84179 -25.62000 3.59484
C 11.81193 -25.08020 2.60003
O 11.06830 -25.83390 1.98568
N 11.61153 -23.80049 2.41373
C 12.29990 -22.73205 3.00317
H 13.58999 -24.88074 3.88085
H 13.45232 -26.43774 3.21188
H 12.37747 -25.84158 4.55578
H 10.98330 -23.50224 1.68128
H 13.24121 -22.50365 2.50330
H 12.43762 -22.82566 4.08037
H 11.59045 -21.91188 2.89314
C 24.43212 -13.88146 -0.95812
C 23.21211 -14.73969 -0.62753
O 22.23251 -14.19817 -0.13285
N 23.31824 -16.03283 -0.87420
C 22.23033 -17.02784 -0.64555
H 24.64172 -14.00084 -2.02110
H 25.30224 -14.19534 -0.38152
H 24.17995 -12.86378 -0.66005
H 24.21407 -16.45480 -1.07300
H 22.15984 -17.64754 -1.53948
H 21.36113 -16.42591 -0.38051
H 22.33539 -17.71688 0.19248
C 15.83982 -16.35950 -1.60544
C 15.13932 -16.62302 -0.25118
O 15.69103 -17.23638 0.66425
N 13.97520 -15.99136 0.00283
C 13.55513 -14.76477 -0.68290
H 16.34411 -15.39996 -1.49115
H 15.13567 -16.31244 -2.43614
H 16.51909 -17.19842 -1.75683
H 13.62497 -16.18943 0.92922
H 12.73846 -14.22895 -0.19912
H 13.15116 -14.89277 -1.68715
H 14.40090 -14.07741 -0.66469
C 21.20339 -31.93328 9.27766
C 20.25235 -31.05383 8.43474
O 20.65662 -30.65424 7.33172
N 19.00761 -30.71854 8.89860
C 18.03576 -30.03357 8.10107
H 21.54761 -31.45901 10.19672
H 22.11326 -32.23257 8.75742
H 20.80320 -32.90100 9.58011
H 18.69774 -30.93776 9.83457
H 18.47243 -29.38111 7.34495
H 17.40048 -29.31981 8.62554
H 17.45214 -30.81259 7.61057
C 24.29212 -21.92653 15.11463
C 24.36381 -22.41201 13.67488
O 23.35638 -22.71781 13.06519
N 25.55935 -22.38924 13.07436
C 26.84055 -22.26377 13.71495
H 23.83102 -22.73786 15.67785
H 23.49508 -21.18793 15.20015
H 25.21601 -21.64183 15.61812
H 25.63933 -22.65934 12.10444
H 27.61717 -22.10359 12.96709
H 27.02579 -23.16862 14.29377
H 26.81730 -21.39532 14.37326
C 25.84385 -27.86198 10.36287
C 27.18991 -28.17839 11.04193
O 27.31034 -29.06140 11.87719
N 28.26951 -27.39187 10.67359
C 29.66247 -27.75759 10.97726
H 25.08837 -27.76997 11.14319
H 25.57820 -28.58961 9.59602
H 26.03845 -26.95165 9.79582
H 28.06887 -26.51783 10.20894
H 29.82565 -27.28534 11.94601
H 30.38336 -27.34261 10.27284
H 29.95249 -28.80819 10.99240
C 18.52943 -33.41052 2.73558
C 18.57775 -32.04794 2.03225
O 18.02435 -31.97211 0.95024
N 19.09274 -31.01000 2.66855
C 19.04523 -29.60765 2.25192
H 17.94582 -33.40151 3.65613
H 19.57975 -33.49362 3.01496
H 18.23065 -34.22222 2.07229
H 19.39110 -31.16732 3.62057
H 18.11453 -29.10031 2.50581
H 19.00365 -29.50297 1.16775
H 19.82980 -29.00128 2.70454
C 12.78323 -18.23959 7.41195
C 13.49104 -18.02586 6.08651
O 12.91962 -17.41858 5.21719
N 14.69823 -18.50265 5.83938
C 15.41644 -19.31038 6.86480
H 11.71060 -18.12435 7.25603
H 13.18378 -17.55114 8.15606
H 13.00103 -19.22394 7.82632
H 15.09764 -18.21685 4.95684
H 14.94142 -20.23869 7.18214
H 15.48901 -18.66180 7.73784
H 16.42450 -19.53604 6.51697
C 20.36210 -24.67388 6.71905
C 19.25596 -24.09417 5.85924
O 18.06831 -24.11461 6.20748
N 19.61036 -23.56972 4.69371
C 18.81574 -22.85366 3.73661
H 20.10130 -24.59517 7.77446
H 21.33803 -24.24997 6.48244
H 20.51388 -25.72667 6.48095
H 20.58799 -23.75775 4.52347
H 17.78612 -22.69117 4.05535
H 18.72776 -23.49077 2.85659
H 19.19915 -21.84985 3.55368
C 19.93929 -30.63891 16.22965
C 19.46432 -29.79604 15.03873
O 18.86798 -30.32611 14.09961
N 19.69209 -28.49745 15.17069
C 19.23295 -27.57747 14.15868
H 19.52834 -30.25531 17.16351
H 21.00768 -30.56208 16.43149
H 19.71933 -31.69076 16.04706
H 20.00993 -28.09723 16.04184
H 18.43973 -27.98867 13.53432
H 20.07331 -27.32545 13.51185
H 18.93045 -26.66200 14.66711
*
```

## Properties
- E_tot: -101433.56382 eV
- Relative energy (zero: lowest compared OMol25 entry of this formula, charge and spin): 8.063 eV
- Kohn-Sham gap: 8.79 eV
- F_max: 5.08 eV/A

Atom charges from the Löwdin analysis, given in e for atoms 1 to 99: C -0.008; C -0.586; O -0.010; N 0.010; C -0.033; H 0.090; H 0.086; H 0.072; H 0.135; H 0.087; H 0.081; H 0.077; C -0.015; C -0.579; O 0.041; N -0.015; C -0.062; H 0.073; H 0.089; H 0.088; H 0.128; H 0.086; H 0.081; H 0.085; C -0.004; C -0.584; O 0.013; N 0.008; C -0.054; H 0.086; H 0.068; H 0.086; H 0.134; H 0.087; H 0.079; H 0.081; C 0.005; C -0.626; O 0.059; N 0.010; C -0.045; H 0.064; H 0.083; H 0.083; H 0.130; H 0.079; H 0.079; H 0.080; C -0.009; C -0.601; O 0.024; N 0.007; C -0.067; H 0.086; H 0.083; H 0.085; H 0.142; H 0.078; H 0.082; H 0.088; C 0.009; C -0.559; O 0.015; N -0.010; C -0.106; H 0.058; H 0.085; H 0.087; H 0.152; H 0.089; H 0.089; H 0.090; C -0.005; C -0.587; O 0.032; N 0.007; C -0.044; H 0.078; H 0.075; H 0.082; H 0.134; H 0.077; H 0.080; H 0.072; C -0.002; C -0.545; O 0.012; N 0.006; C -0.083; H 0.083; H 0.070; H 0.076; H 0.140; H 0.082; H 0.078; H 0.082; C -0.009; C -0.500; O -0.003